1.
Density functional theory data (ωB97M-V with the def2-TZVPD basis set) for a structure of composition C28H23Cl2N4O4PbS2.

Its charge is -1. Its spin multiplicity is 1. The value obtained for the relative energy (zero: lowest compared OMol25 entry of this formula, charge and spin) is 13.3 kcal/mol. As for the frontier orbital gap: 7.358 eV. As for the HOMO energy: -5.0 eV.

Positions of all 64 atoms, in Å:
Pb1 -0.15524 -0.86379 -0.06449
C1 -1.98450 -1.00793 -3.55176
C2 -0.93535 -0.11583 -3.72925
C3 0.37781 -0.56175 -3.66433
C4 0.64088 -1.90223 -3.41188
C5 -0.40887 -2.79304 -3.22780
C6 -1.72088 -2.34682 -3.30202
H1 -3.00822 -0.65759 -3.58210
H2 -1.14261 0.93302 -3.90720
H3 1.20056 0.13126 -3.78604
H4 1.66477 -2.23744 -3.33627
H5 -0.20343 -3.83481 -3.01395
H6 -2.54013 -3.03519 -3.13785
N1 -0.88075 -0.15189 2.32444
N2 -0.01594 -0.64249 3.30358
C7 1.01496 -1.56518 2.97050
O1 1.60471 -2.06467 3.92697
O2 1.22987 -1.73105 1.72713
H7 -0.89774 0.86037 2.32519
H8 -1.82720 -0.51324 2.39073
H9 -0.34539 -0.70105 4.25187
Cl1 -0.92677 -3.83136 0.51875
C8 -2.64152 -3.95361 0.81585
C9 -3.11452 -5.15499 1.31382
C10 -4.45885 -5.31290 1.59745
C11 -5.32977 -4.25774 1.38173
C12 -4.84632 -3.06289 0.88288
Cl2 -5.98711 -1.77797 0.65246
C13 -3.48240 -2.85107 0.57036
S1 -2.95573 -1.33730 -0.09905
H10 -2.41942 -5.96714 1.48009
H11 -4.82845 -6.25142 1.98818
H12 -6.38403 -4.35510 1.60195
O3 3.24330 1.27741 -2.26877
S2 2.80579 0.54372 -1.10054
O4 2.68034 -0.88806 -1.23358
N3 1.39246 1.05590 -0.53272
C14 1.06060 2.37822 -0.47165
C15 1.95256 3.44027 -0.59711
C16 1.52569 4.76923 -0.54349
C17 0.20566 5.09212 -0.38118
C18 -0.74379 4.06017 -0.25338
C19 -2.12354 4.31795 -0.11084
C20 -2.99641 3.27987 0.03431
C21 -2.49431 1.96752 0.05053
N4 -1.21889 1.68210 -0.09487
C22 -0.33004 2.69762 -0.26333
C23 4.00815 0.84704 0.18460
C24 3.85477 0.17037 1.38535
C25 4.73636 0.42977 2.42362
C26 5.76197 1.34993 2.24940
C27 5.91566 2.00872 1.03593
C28 5.03485 1.75773 -0.00623
H13 2.99506 3.22141 -0.76357
H14 2.26087 5.55931 -0.64169
H15 -0.12087 6.12453 -0.35240
H16 -2.46918 5.34545 -0.12332
H17 -4.05974 3.44325 0.14658
H18 -3.16842 1.12844 0.17370
H19 3.06346 -0.56454 1.48567
H20 4.61575 -0.09078 3.36495
H21 6.45574 1.54791 3.05745
H22 6.72127 2.72056 0.90556
H23 5.14246 2.24172 -0.96893

Cartesian forces (eV/Å) of the 6 atoms listed first:
0.6 -0.2 0.0
0.0 0.0 0.0
0.0 0.0 0.0
0.1 0.0 0.0
0.0 0.0 -0.1
0.0 0.0 -0.1

2.
Density functional theory data (ωB97M-V with the def2-TZVPD basis set) for a structure of composition C5H8FGaO4 in a non-equilibrium geometry.

Its charge is +2. Its spin multiplicity is 1. The value obtained for the relative energy (zero: lowest compared OMol25 entry of this formula, charge and spin) is 72.0 kcal/mol. As for the frontier orbital gap (alpha / beta): 5.562 / 5.563 eV. As for the HOMO energy (alpha / beta): -18.5 / -18.5 eV.

Positions of all 19 atoms, in Å:
C1 0.06385 0.26121 1.94673
O1 -0.18792 0.49965 0.55521
C2 1.53518 0.39832 2.25640
H1 -0.52555 0.99671 2.51070
H2 -0.30854 -0.74075 2.20724
H3 1.69140 0.22143 3.32868
H4 2.13485 -0.33363 1.69885
H5 1.88987 1.40876 2.01498
C3 0.36048 0.52318 -1.47859
O2 -1.26784 0.01906 -1.47771
C4 -1.09186 -0.70806 -0.30268
C5 0.09007 -1.59658 -0.70346
O3 0.90956 -0.68830 -1.46847
O4 0.32427 1.26403 -2.45590
F1 -2.49828 2.34590 -4.32141
H6 -2.03299 -0.94142 0.20471
H7 0.63064 -1.95791 0.17832
H8 -0.21847 -2.42648 -1.34857
Ga1 -1.49871 1.45485 -3.34502

Cartesian forces (eV/Å) of the 6 atoms listed first:
0.6 -0.1 1.2
-3.3 -1.7 -3.8
0.3 0.0 0.0
0.1 -0.1 -0.3
0.1 0.1 -0.2
0.0 0.1 -0.3

3.
Density functional theory data (ωB97M-V with the def2-TZVPD basis set) for a cluster of 2 separate species, C10H20N3O4 in total in a non-equilibrium geometry.

Its charge is -1. Its spin multiplicity is 1. As for the frontier orbital gap: 2.429 eV. As for the HOMO energy: -0.9 eV.

Positions of all 37 atoms, in Å:
C1 2.83367 1.57787 0.03331
C2 2.42441 1.08654 -1.42338
C3 1.05310 0.28172 -1.27829
C4 1.24214 -1.28415 -1.50368
C5 0.67303 -2.20306 -0.33744
N1 -0.80882 -2.22889 -0.24033
C6 -1.27229 -1.09628 0.54183
N2 -0.64334 -0.82154 1.81094
N3 -2.26691 -0.27975 0.07735
C7 -2.74936 0.87431 0.85652
C8 -3.36669 1.92086 -0.29657
C9 -4.70310 1.33925 -1.09466
O1 -4.71691 2.46746 -0.01015
H1 1.93361 1.67812 0.71921
H2 3.50576 0.78362 0.48170
H3 3.36966 2.57786 0.03024
H4 3.21499 0.43588 -1.89470
H5 2.23416 2.02478 -2.04476
H6 0.32857 0.64547 -2.07873
H7 0.63128 0.57067 -0.27048
H8 0.77456 -1.60865 -2.48195
H9 2.35639 -1.48661 -1.55256
H10 0.99735 -3.26706 -0.59237
H11 1.19084 -1.95735 0.64304
H12 -1.19972 -2.06893 -1.17950
H13 -1.21227 -0.24027 2.42151
H14 0.31061 -0.44229 1.67796
H15 -2.66375 -0.46134 -0.85047
H16 -1.88713 1.41662 1.33948
H17 -3.59770 0.65047 1.56476
H18 -2.60217 2.55822 -0.91123
H19 -4.41745 1.68804 -2.11968
H20 -4.63440 0.30015 -0.68163
C10 3.43334 -1.35609 2.70877
O2 3.80614 -1.25846 3.90139
O3 4.08280 -1.97647 1.79106
O4 2.34558 -0.84072 2.24350

Cartesian forces (eV/Å) of the 6 atoms listed first:
0.7 -0.4 0.0
-1.0 0.9 0.9
0.1 0.0 -1.1
-0.1 0.0 1.0
2.4 -1.4 -0.7
-1.1 4.3 1.1

4.
Density functional theory data (ωB97M-V with the def2-TZVPD basis set) for a structure of composition C26H43LaN3P2 in a non-equilibrium geometry.

Its charge is +1. Its spin multiplicity is 1. The value obtained for the relative energy (zero: lowest compared OMol25 entry of this formula, charge and spin) is 294.8 kcal/mol. As for the frontier orbital gap (alpha / beta): 4.093 / 4.000 eV. As for the HOMO energy (alpha / beta): -9.7 / -9.7 eV.

Positions of all 75 atoms, in Å:
La1 0.00000 0.00000 0.00000
C1 0.66210 -0.21150 2.18550
C2 1.71190 0.33940 1.36220
C3 -0.07060 1.81510 1.31880
C4 -0.45620 0.65690 2.12180
C5 1.25930 1.62610 0.86430
C6 0.77760 -1.43930 3.03230
H1 1.47370 -2.16510 2.60330
H2 -0.19080 -1.92830 3.16790
H3 1.15470 -1.16680 4.02660
C7 -1.76350 0.51010 2.83320
H4 -1.90740 -0.51250 3.19190
H5 -2.58800 0.75620 2.15670
H6 -1.81070 1.18390 3.69900
C8 -0.89650 3.04780 1.14300
H7 -0.79950 3.67990 2.03630
H8 -1.94880 2.79520 0.99970
H9 -0.56810 3.62810 0.27740
C9 2.09600 2.63310 0.13790
H10 2.60970 3.28840 0.85370
H11 1.48450 3.26290 -0.51310
H12 2.86580 2.15640 -0.47530
C10 3.12530 -0.15470 1.30160
H13 3.73560 0.35550 2.05900
H14 3.58140 0.03840 0.32710
H15 3.18560 -1.22780 1.49660
C11 -0.94250 -1.85010 -0.79240
C12 0.20470 -2.19710 -0.06400
C13 1.51260 -2.63140 -0.69330
C14 1.93410 -1.68970 -1.83300
C15 1.47010 -0.25790 -1.57900
C16 0.29130 0.29180 -2.13680
C17 -0.67660 -0.51820 -2.96990
C18 -1.04740 -1.86960 -2.30910
H16 1.43200 -3.67110 -1.04810
H17 1.53100 -2.03910 -2.78880
H18 2.28670 -2.63270 0.08120
H19 -0.41770 -2.67500 -2.70450
H20 -1.88790 -1.90230 -0.26380
H21 0.03950 -2.57020 0.94330
H22 -2.07730 -2.12110 -2.57760
H23 -1.58530 0.07380 -3.09390
H24 0.27150 1.36400 -2.32380
H25 -0.25840 -0.69230 -3.97380
H26 3.02450 -1.70110 -1.93820
H27 2.27570 0.44120 -1.37400
P1 -1.21620 -0.73140 -7.27930
P2 -0.86770 1.99980 -8.83150
C19 -1.22790 -0.79400 -9.14360
C20 -1.58050 0.55810 -9.77660
H28 -1.97310 -1.54400 -9.43680
H29 -0.25140 -1.14950 -9.50040
H30 -1.17310 0.60620 -10.79430
H31 -2.66960 0.67970 -9.85650
C21 -1.68760 3.39400 -9.74330
H32 -1.23310 4.34170 -9.43680
H33 -2.74960 3.43570 -9.48300
H34 -1.58990 3.28830 -10.83100
C22 0.79790 2.06890 -9.64780
H35 0.72190 2.07430 -10.74210
H36 1.39210 1.20350 -9.33750
H37 1.32560 2.97200 -9.32500
C23 -2.66660 -1.84380 -6.95660
H38 -2.73060 -2.05910 -5.88510
H39 -2.59110 -2.79090 -7.50500
H40 -3.58940 -1.33480 -7.25260
C24 0.15000 -1.94340 -6.94490
H41 1.11470 -1.49910 -7.20760
H42 0.02030 -2.87580 -7.50870
H43 0.17170 -2.17600 -5.87520
N1 -1.76000 -1.77070 1.65100
C25 -2.31810 -2.53040 2.33920
N2 -2.87710 -3.35760 3.29880
C26 -2.45750 -3.14060 4.60670
N3 -2.08120 -2.96620 5.69030

Cartesian forces (eV/Å) of the 6 atoms listed first:
-12.2 1.0 -1.5
1.4 0.9 2.6
2.0 2.8 3.7
0.5 1.8 4.3
1.2 3.2 3.9
3.0 1.8 3.8

Asked for E across the records above, the calculation gives -3510.563085 -2520.022776 -858.025673 -1894.259955 a.u. in order.